[1]
157
Properties=species:S:1:pos:R:3:lowdin_charge:R:1 method="wB97M-V/def2-TZVPD" total_energy_ev=-79564.4992 smiles="O=[N+]([O-])c1ccccc1.COC[C@H](C)N.COC[C@H](C)N.COC[C@H](C)N.COC[C@H](C)N.COC[C@H](C)N.COC[C@H](C)N.COC[C@H](C)N.c1ccccc1.c1ccccc1" charge=0
C 0.794 -2.087 -6.860 -0.06
C -0.660 -2.114 -6.435 -0.43
C -0.900 -2.225 -4.928 -0.21
O -0.395 -3.409 -4.322 -0.17
C -0.759 -3.407 -2.958 -0.11
N -1.278 -0.902 -6.936 0.03
H 0.978 -1.727 -7.872 0.08
H 1.237 -3.082 -6.830 0.08
H 1.379 -1.523 -6.134 0.05
H -1.160 -2.955 -6.915 0.14
H -1.982 -2.221 -4.796 0.12
H -0.479 -1.308 -4.515 0.11
H -0.437 -4.358 -2.534 0.10
H -1.847 -3.455 -2.925 0.07
H -0.298 -2.514 -2.534 0.07
H -1.481 -0.973 -7.923 0.08
H -0.585 -0.173 -6.838 -0.01
C 2.252 5.159 1.156 -0.06
C 3.363 4.678 0.203 -0.36
C 2.942 3.701 -0.953 -0.23
O 2.572 2.495 -0.394 -0.21
C 3.701 1.564 -0.137 -0.04
N 3.741 5.933 -0.525 0.01
H 1.375 5.481 0.594 0.06
H 2.525 6.016 1.772 0.08
H 1.960 4.362 1.841 0.05
H 4.252 4.331 0.730 0.13
H 3.741 3.643 -1.693 0.12
H 2.097 4.002 -1.572 0.12
H 4.462 1.513 -0.916 0.08
H 3.245 0.590 0.039 0.06
H 4.210 1.881 0.773 0.08
H 2.901 6.117 -1.055 0.05
H 3.927 6.735 0.060 0.06
C -3.354 7.759 -0.431 -0.06
C -2.409 6.744 0.209 -0.41
C -2.952 5.303 0.473 -0.14
O -3.773 5.068 1.654 -0.21
C -4.194 3.761 1.896 -0.11
N -1.304 6.629 -0.734 0.02
H -2.815 8.534 -0.976 0.07
H -4.016 8.143 0.345 0.08
H -3.882 7.282 -1.256 0.07
H -1.971 7.086 1.146 0.13
H -2.130 4.601 0.617 0.11
H -3.499 4.877 -0.367 0.10
H -4.797 3.790 2.804 0.09
H -3.336 3.108 2.059 0.06
H -4.786 3.498 1.019 0.09
H -0.625 7.376 -0.723 0.07
H -0.781 5.773 -0.615 0.05
C -2.408 -3.675 0.614 -0.05
C -3.466 -4.815 0.601 -0.44
C -3.222 -5.890 -0.419 -0.14
O -3.363 -5.410 -1.805 -0.21
C -4.621 -5.255 -2.367 -0.13
N -3.621 -5.323 1.959 0.05
H -2.748 -2.972 1.375 0.07
H -2.299 -3.201 -0.361 0.06
H -1.393 -4.026 0.797 0.08
H -4.355 -4.226 0.378 0.13
H -3.882 -6.736 -0.230 0.12
H -2.178 -6.182 -0.304 0.12
H -5.221 -4.497 -1.865 0.08
H -5.063 -6.251 -2.359 0.09
H -4.562 -4.910 -3.400 0.09
H -3.712 -4.608 2.666 0.03
H -2.755 -5.803 2.160 0.07
C -0.458 -2.745 4.962 -0.05
C -1.669 -2.747 5.832 -0.48
C -2.778 -3.700 5.311 -0.17
O -3.427 -3.431 4.048 -0.25
C -4.308 -2.282 4.092 -0.06
N -1.341 -3.106 7.177 0.05
H 0.103 -3.666 5.118 0.08
H 0.134 -1.876 5.251 0.07
H -0.754 -2.749 3.913 0.07
H -2.052 -1.727 5.811 0.13
H -3.590 -3.880 6.016 0.12
H -2.239 -4.647 5.295 0.13
H -4.924 -2.230 3.194 0.09
H -3.732 -1.363 4.203 0.08
H -4.951 -2.406 4.963 0.09
H -1.113 -4.090 7.171 0.07
H -2.180 -3.119 7.739 0.07
C -0.966 1.527 1.392 -0.06
C -0.419 0.595 0.366 -0.47
C -1.116 -0.718 0.413 -0.14
O -0.658 -1.548 1.581 -0.23
C 0.742 -2.037 1.518 -0.07
N -0.587 1.236 -0.911 0.07
H -0.394 2.453 1.459 0.07
H -0.962 1.078 2.385 0.07
H -2.035 1.713 1.287 0.07
H 0.664 0.484 0.423 0.12
H -0.836 -1.261 -0.489 0.10
H -2.203 -0.646 0.463 0.13
H 1.488 -1.296 1.804 0.07
H 0.905 -2.431 0.515 0.07
H 0.880 -2.890 2.182 0.06
H 0.062 1.988 -1.091 0.07
H -0.325 0.566 -1.620 0.07
C 2.842 1.061 -4.788 -0.06
C 4.052 0.211 -4.301 -0.41
C 3.791 -1.328 -4.351 -0.17
O 2.639 -1.575 -3.548 -0.20
C 2.932 -1.591 -2.161 -0.10
N 5.244 0.678 -4.981 0.03
H 2.586 0.849 -5.826 0.07
H 2.928 2.129 -4.586 0.07
H 1.934 0.780 -4.253 0.06
H 4.178 0.308 -3.223 0.10
H 4.643 -1.850 -3.914 0.12
H 3.560 -1.726 -5.339 0.12
H 3.104 -0.620 -1.695 0.05
H 3.795 -2.229 -1.975 0.09
H 2.109 -2.076 -1.635 0.07
H 4.987 0.667 -5.958 0.07
H 5.584 1.605 -4.769 0.07
C 4.571 -3.875 5.103 -0.09
C 3.682 -4.163 4.053 -0.10
C 3.897 -5.254 3.234 -0.10
C 4.867 -6.173 3.603 -0.11
C 5.719 -5.973 4.675 -0.09
C 5.621 -4.768 5.403 -0.08
H 4.492 -3.005 5.739 0.09
H 2.910 -3.444 3.825 0.08
H 3.246 -5.386 2.382 0.10
H 4.946 -7.060 2.991 0.10
H 6.529 -6.655 4.891 0.10
H 6.274 -4.447 6.201 0.09
C 0.773 2.665 4.174 -0.10
C 0.962 1.337 4.480 -0.08
C 1.380 1.059 5.779 -0.10
C 1.500 2.009 6.767 -0.10
C 1.351 3.326 6.407 -0.11
C 1.010 3.673 5.119 -0.08
H 0.498 2.879 3.152 0.06
H 0.743 0.567 3.755 0.09
H 1.314 0.038 6.123 0.09
H 1.795 1.649 7.742 0.11
H 1.470 4.094 7.156 0.10
H 1.106 4.704 4.814 0.10
C -2.786 3.531 -3.170 -0.08
C -2.458 2.212 -3.387 -0.08
C -1.541 1.858 -4.341 -0.02
C -1.069 2.799 -5.218 -0.13
C -1.552 4.141 -5.145 0.03
C -2.450 4.520 -4.086 -0.04
N 0.020 2.472 -6.169 -0.29
O 0.883 3.295 -6.371 0.10
O 0.094 1.329 -6.689 0.01
H -3.538 3.827 -2.454 0.09
H -2.860 1.403 -2.796 0.11
H -1.175 0.860 -4.531 0.10
H -1.241 4.751 -5.980 0.11
H -2.750 5.545 -3.925 0.10


[2]
57
Properties=species:S:1:pos:R:3:nbo_charge:R:1 method="wB97M-V/def2-TZVPD" total_energy_ev=-34928.6721 charge=0
C 0.085 0.153 -2.027 -0.62
C -1.018 0.932 -1.317 -0.21
N -1.465 0.394 -0.022 -0.47
C -1.706 -1.062 0.024 -0.45
C -2.941 0.767 1.980 -0.65
C -2.601 1.175 0.552 -0.15
C -3.919 1.045 -0.289 0.43
O -4.454 2.048 -0.666 -0.50
H 0.044 -0.936 -1.968 0.18
H 1.099 0.419 -1.754 0.22
H -0.058 0.217 -3.102 0.25
H -1.940 0.915 -1.947 0.17
H -0.771 1.984 -1.249 0.19
H -1.786 -1.259 1.098 0.22
H -0.820 -1.542 -0.356 0.21
H -2.656 -1.384 -0.408 0.18
H -3.413 -0.221 2.001 0.21
H -2.014 0.631 2.555 0.24
H -3.436 1.520 2.592 0.24
H -2.274 2.209 0.481 0.22
H -4.219 -0.014 -0.313 0.11
H 3.491 -0.639 0.217 0.49
H 4.983 -0.857 0.857 0.49
O 4.194 -1.242 0.470 -0.98
H 0.599 1.108 4.245 0.49
H -0.150 1.868 3.017 0.51
O 0.318 1.081 3.332 -1.01
H -0.194 4.084 3.883 0.47
H -0.080 3.973 2.352 0.51
O -0.615 3.694 3.108 -0.97
H -0.925 -3.221 -3.899 0.48
H -2.391 -2.827 -3.789 0.48
O -1.508 -2.478 -3.704 -0.95
H 2.840 -3.757 0.165 0.48
H 4.144 -3.819 0.985 0.47
O 3.391 -4.332 0.698 -0.95
H 1.492 3.489 0.243 0.50
H 0.757 2.256 0.737 0.49
O 1.061 3.138 1.016 -0.99
H 1.674 -1.306 1.839 0.47
H 2.636 -2.441 1.900 0.47
O 2.278 -1.752 2.464 -0.96
H 1.592 -2.274 -1.247 0.48
H 0.210 -2.956 -1.373 0.46
O 1.066 -3.029 -0.966 -0.95
H -1.386 -3.342 -1.533 0.46
H -0.847 -4.645 -0.936 0.48
O -1.541 -4.289 -1.502 -0.93
H 3.790 2.619 -0.763 0.48
H 2.716 1.492 -0.340 0.49
O 2.878 2.341 -0.769 -0.97
H 0.344 0.088 0.872 0.51
H 1.402 0.607 1.807 0.52
O 1.292 0.361 0.865 -1.04
H -0.013 3.141 -2.570 0.49
H 0.323 3.099 -4.220 0.49
O 0.444 2.774 -3.327 -0.98


[3]
13
Properties=species:S:1:pos:R:3:nbo_charge:R:1 method="wB97M-V/def2-TZVPD" total_energy_ev=-10745.4283 smiles="Nc1[nH]cnc1C=O" charge=0
C 0.606 0.326 0.036 0.32
C 0.406 -1.945 -0.064 0.15
C -0.699 -0.105 -0.119 -0.11
C -1.989 0.580 -0.059 0.37
H 1.734 2.079 0.567 0.38
H 0.411 2.312 -0.186 0.38
H 2.378 -1.038 0.093 0.43
H 0.637 -3.086 -0.056 0.22
H -2.136 1.717 -0.163 0.13
N 1.171 1.632 -0.129 -0.81
N 1.301 -0.885 0.088 -0.55
N -0.806 -1.425 -0.116 -0.39
O -3.013 -0.161 0.108 -0.51


[4]
111
Properties=species:S:1:pos:R:3:lowdin_charge:R:1 method="wB97M-V/def2-TZVPD" total_energy_ev=-93502.3765 charge=+1
Au -0.503 0.318 0.471 0.95
C 3.254 -1.250 -3.476 -0.01
N 2.943 -0.390 -2.348 -0.04
C 1.765 0.248 -2.138 -0.48
N 1.791 0.957 -1.034 0.09
C 3.026 0.757 -0.474 -0.19
C 3.765 -0.080 -1.286 -0.11
C 5.146 -0.577 -1.180 -0.19
C 5.425 -1.943 -1.218 -0.05
C 6.729 -2.398 -1.095 -0.07
C 7.768 -1.492 -0.930 -0.08
C 7.498 -0.131 -0.895 -0.06
C 6.196 0.325 -1.024 -0.03
C 3.311 1.320 0.858 -0.17
C 4.271 0.769 1.706 -0.03
C 4.445 1.266 2.988 -0.07
C 3.662 2.315 3.446 -0.09
C 2.700 2.867 2.611 -0.08
C 2.525 2.373 1.327 -0.05
P 0.322 0.094 -3.225 1.16
C -0.433 -1.361 -2.432 -0.49
N 0.071 -2.033 -1.421 0.12
C -0.925 -2.885 -1.006 -0.20
C -2.040 -2.722 -1.791 -0.12
N -1.704 -1.754 -2.713 -0.05
C -2.538 -1.236 -3.781 -0.02
C -3.345 -3.399 -1.757 -0.18
C -4.533 -2.671 -1.691 -0.04
C -5.754 -3.324 -1.631 -0.07
C -5.800 -4.711 -1.630 -0.08
C -4.622 -5.442 -1.688 -0.06
C -3.400 -4.791 -1.754 -0.02
C -0.761 -3.745 0.180 -0.18
C 0.401 -4.490 0.355 -0.05
C 0.575 -5.265 1.492 -0.08
C -0.413 -5.306 2.464 -0.08
C -1.578 -4.569 2.294 -0.07
C -1.750 -3.791 1.160 -0.03
C -0.755 1.330 -2.415 -0.43
N -1.280 1.270 -1.195 -0.03
C -2.115 2.350 -1.046 -0.18
C -2.090 3.087 -2.199 -0.11
N -1.237 2.423 -3.053 -0.04
C -0.932 2.828 -4.420 -0.01
C -2.820 4.315 -2.551 -0.19
C -4.208 4.346 -2.439 -0.02
C -4.906 5.507 -2.733 -0.06
C -4.224 6.643 -3.145 -0.07
C -2.841 6.619 -3.257 -0.07
C -2.140 5.461 -2.958 -0.04
C -2.864 2.594 0.198 -0.20
C -2.850 3.849 0.799 -0.02
C -3.547 4.066 1.979 -0.07
C -4.265 3.034 2.566 -0.08
C -4.289 1.780 1.967 -0.09
C -3.590 1.559 0.789 -0.07
H 2.682 -0.921 -4.343 0.07
H 3.001 -2.287 -3.257 0.10
H 4.314 -1.178 -3.706 0.10
H 4.614 -2.653 -1.331 0.11
H 6.935 -3.460 -1.124 0.11
H 8.785 -1.847 -0.832 0.11
H 8.306 0.579 -0.771 0.11
H 5.982 1.386 -0.995 0.13
H 4.867 -0.071 1.377 0.11
H 5.191 0.822 3.635 0.11
H 3.799 2.701 4.448 0.10
H 2.087 3.689 2.959 0.10
H 1.768 2.792 0.676 0.10
H -3.198 -2.022 -4.140 0.10
H -1.901 -0.911 -4.603 0.08
H -3.143 -0.395 -3.439 0.09
H -4.499 -1.588 -1.665 0.11
H -6.670 -2.751 -1.578 0.11
H -6.753 -5.221 -1.580 0.11
H -4.654 -6.524 -1.685 0.11
H -2.479 -5.358 -1.799 0.12
H 1.169 -4.455 -0.408 0.11
H 1.486 -5.834 1.621 0.11
H -0.278 -5.910 3.351 0.10
H -2.353 -4.597 3.050 0.10
H -2.654 -3.206 1.034 0.11
H -1.806 3.312 -4.846 0.10
H -0.678 1.948 -5.004 0.06
H -0.093 3.521 -4.436 0.10
H -4.737 3.457 -2.117 0.12
H -5.984 5.524 -2.644 0.11
H -4.769 7.548 -3.376 0.11
H -2.306 7.506 -3.569 0.11
H -1.058 5.453 -3.020 0.12
H -2.285 4.653 0.344 0.12
H -3.527 5.044 2.441 0.11
H -4.814 3.208 3.482 0.11
H -4.860 0.975 2.413 0.11
H -3.611 0.584 0.318 0.10
N -1.145 1.012 3.546 0.13
C -0.109 0.173 3.401 -0.69
N 0.278 -0.314 2.249 -0.08
C 1.407 -1.135 2.384 -0.30
C 2.061 -1.797 1.356 -0.04
C 3.169 -2.561 1.675 -0.08
C 3.625 -2.670 2.988 -0.07
C 2.971 -2.016 4.019 -0.08
C 1.860 -1.253 3.696 -0.46
S 0.842 -0.322 4.766 1.12
H -1.706 1.252 2.741 0.06
H -1.444 1.312 4.455 0.11
H 1.684 -1.725 0.342 0.08
H 3.695 -3.088 0.890 0.10
H 4.496 -3.272 3.208 0.11
H 3.316 -2.100 5.041 0.11


[5]
45
Properties=species:S:1:pos:R:3:nbo_charge:R:1 method="wB97M-V/def2-TZVPD" total_energy_ev=-133739.2642 charge=0
C -2.396 5.779 2.001 -0.63
C -2.837 4.398 1.465 -0.24
Br -4.392 4.501 0.306 0.01
C -1.656 3.686 0.777 -0.91
Si -0.661 2.816 2.119 1.32
O 0.772 2.210 1.492 -1.24
Si 2.106 2.380 2.529 1.19
P -1.792 1.042 2.961 0.70
O -3.075 1.644 3.780 -0.96
Cl -0.465 0.380 4.422 -0.32
H -1.344 5.957 1.773 0.21
H -2.471 5.788 3.089 0.22
H -2.996 6.573 1.564 0.24
H -3.129 3.798 2.327 0.20
H -1.037 4.418 0.258 0.25
H -1.991 2.897 0.097 0.25
H -0.387 3.843 3.155 -0.20
H 1.682 2.932 3.824 -0.18
H 2.764 1.073 2.684 -0.17
H 3.042 3.329 1.898 -0.19
H -2.902 2.493 4.207 0.49
C 1.629 -6.310 -3.566 -0.19
C 2.927 -5.838 -3.401 -0.19
C 3.149 -4.614 -2.792 -0.16
C 2.073 -3.852 -2.356 -0.15
C 0.770 -4.316 -2.542 -0.06
C 0.553 -5.551 -3.138 -0.18
C -0.403 -3.493 -2.123 0.54
O -1.534 -3.901 -2.282 -0.53
C -0.145 -2.159 -1.515 -0.15
C -1.220 -1.352 -1.168 -0.15
C -0.996 -0.114 -0.590 -0.20
C 0.303 0.330 -0.342 -0.21
C 1.375 -0.476 -0.695 -0.18
C 1.159 -1.713 -1.287 -0.06
C 2.330 -2.544 -1.686 0.54
O 3.464 -2.167 -1.477 -0.53
H 1.458 -7.271 -4.034 0.22
H 3.766 -6.427 -3.747 0.22
H 4.156 -4.245 -2.658 0.24
H -0.458 -5.913 -3.269 0.24
H -2.229 -1.694 -1.354 0.24
H -1.842 0.510 -0.326 0.21
H 0.491 1.313 0.132 0.26
H 2.389 -0.143 -0.513 0.23


[6]
7
Properties=species:S:1:pos:R:3:nbo_charge:R:1 method="wB97M-V/def2-TZVPD" total_energy_ev=-29610.2538 charge=0
Si 0.178 -0.235 -0.424 0.84
S -1.121 0.019 1.332 -0.40
S 2.124 -0.415 0.293 -0.36
H 0.226 -1.116 -1.713 -0.12
H -0.891 1.785 -1.768 -0.28
H -2.341 -0.088 0.840 0.17
H 1.825 0.052 1.440 0.14


[7]
17
Properties=species:S:1:pos:R:3:nbo_charge:R:1 method="wB97M-V/def2-TZVPD" total_energy_ev=-10806.8885 charge=0
C 0.824 1.403 -0.388 -0.58
C -0.335 -0.863 -0.489 0.29
C 0.849 -0.127 -0.263 0.14
N -0.617 -1.764 0.447 -0.78
N -1.198 -0.577 -1.564 -0.83
N 1.796 -0.666 0.567 -0.78
C -0.436 1.371 0.369 0.61
O -1.460 1.974 0.347 -0.52
H -0.696 -0.652 1.610 0.14
H -1.503 -2.237 0.287 0.36
H -0.855 0.118 -2.212 0.37
H -2.149 -0.373 -1.279 0.38
H 2.363 -0.048 1.123 0.38
H 1.518 -1.525 1.023 0.42
H -0.528 0.250 1.641 -0.10
H 1.649 1.855 0.162 0.25
H 0.779 1.861 -1.381 0.24


[8]
20
Properties=species:S:1:pos:R:3:nbo_charge:R:1 method="wB97M-V/def2-TZVPD" total_energy_ev=-9396.0848 smiles=Cc1c[nH]cn1.CC charge=0
C -1.088 3.068 0.761 -0.61
C -1.130 3.023 -0.771 -0.62
H -1.635 2.220 1.163 0.20
H -0.052 3.173 1.075 0.21
H -1.555 3.960 1.169 0.20
H -1.016 4.025 -1.168 0.21
H -2.000 2.474 -1.145 0.20
H -0.474 2.232 -1.183 0.21
C 2.507 -2.619 0.014 -0.65
C -0.567 -0.991 0.788 0.15
C 1.083 -2.236 0.225 0.10
C 0.095 -2.453 -0.709 -0.12
N 0.665 -1.319 1.124 -0.46
N -0.930 -1.597 -0.375 -0.52
H -1.108 -0.322 1.433 0.21
H -1.872 -1.700 -0.698 0.41
H 0.234 -2.954 -1.654 0.21
H 3.053 -2.251 0.895 0.23
H 2.992 -2.077 -0.802 0.22
H 2.802 -3.657 -0.140 0.22


[9]
6
Properties=species:S:1:pos:R:3:nbo_charge:R:1 method="wB97M-V/def2-TZVPD" total_energy_ev=-7319.6757 charge=0
C 1.886 -1.699 -2.222 0.78
N 0.885 -1.079 -2.061 -0.18
O 2.844 -2.288 -2.033 -0.46
F -0.170 -0.560 -2.753 -0.14
H -0.366 0.201 -0.007 0.00
H 0.463 -0.114 0.207 0.00